(1)
Molecular formula: C24H19Cl3GeIrN4O7S3
Method: DFT, ωB97M-V with the def2-TZVPD basis set

Results
Electronic energy, Ha: -6427.950757
E_LUMO (alpha / beta), eV: -3.39 / -5.43
<S²>: 6.0254
Relative energy (zero: lowest compared OMol25 entry of this formula, charge and spin), kcal per mole: 6.7
Multiplicity: 5
F_max, Eh/bohr: 0.00467
HOMO level (alpha / beta), Ha: -0.384 / -0.436
Total charge: +1
HOMO-LUMO gap (alpha / beta), eV: 7.066 / 6.448

Last column: Mulliken spin population.
CARTESIAN COORDINATES (ANGSTROEM)
Ir -0.91 -0.52 0.48  1.521
C -0.67 -1.88 -3.12  0.007
C -1.86 -1.95 -2.23  0.014
N -1.97 -1.52 -0.98  0.060
C -3.21 -1.88 -0.52  0.032
C -3.88 -2.52 -1.51  0.003
N -3.02 -2.55 -2.57  0.001
C -5.23 -3.16 -1.64  0.000
O -6.00 -3.14 -0.57  0.000
O -5.52 -3.68 -2.68  0.000
C -3.52 -1.58 0.88  -0.022
O -4.57 -1.83 1.41  0.036
O -2.48 -1.01 1.50  0.092
H 0.21 -1.65 -2.53  -0.011
H -0.80 -1.10 -3.87  0.001
H -0.53 -2.83 -3.62  0.000
H -3.25 -2.99 -3.45  0.000
H -5.59 -2.70 0.21  0.000
C 0.25 -1.63 5.55  -0.001
N 0.28 -0.57 4.53  -0.004
C 0.60 0.70 4.84  0.006
C 0.62 1.68 3.90  0.008
C 0.25 1.33 2.60  0.026
O 0.23 2.21 1.61  0.019
N -0.10 0.08 2.29  0.068
C -0.04 -0.95 3.23  0.012
O -0.23 -2.10 2.93  0.016
H 0.74 -1.26 6.45  0.000
H 0.78 -2.50 5.16  0.000
H -0.78 -1.90 5.76  0.000
H 0.83 0.89 5.88  0.000
H 0.87 2.70 4.14  0.002
O 0.52 0.03 -0.53  0.536
C 1.53 0.87 -1.10  0.054
C 2.85 0.20 -0.78  0.063
C 3.06 -1.09 -0.39  -0.011
C 4.44 -1.38 -0.19  0.003
C 5.23 -0.30 -0.42  0.000
S 4.33 1.08 -0.89  0.003
C 1.50 2.24 -0.49  0.394
C 1.59 2.49 0.96  0.027
C 1.92 3.93 1.15  0.112
C 2.00 4.61 0.01  -0.017
S 1.74 3.64 -1.42  0.204
C 1.25 0.91 -2.58  0.065
C 2.03 0.45 -3.61  -0.002
C 1.42 0.65 -4.88  0.000
C 0.19 1.23 -4.78  0.002
S -0.24 1.56 -3.16  0.002
H 2.27 -1.81 -0.26  -0.008
H 4.82 -2.34 0.12  0.001
H 6.31 -0.23 -0.35  0.000
H 2.28 1.80 1.47  0.024
H 2.06 4.37 2.12  0.006
H 2.21 5.66 -0.11  -0.004
H 3.00 0.01 -3.46  0.001
H 1.87 0.37 -5.81  0.000
H -0.48 1.49 -5.58  0.000
Cl -4.13 1.28 -0.87  0.084
Ge -2.34 1.92 0.20  0.397
Cl -1.79 3.83 -0.65  0.097
Cl -2.94 2.37 2.23  0.076


(2)
Molecular formula: C24H19Cl3MnN2O7S5
Method: DFT, ωB97M-V with the def2-TZVPD basis set

Results
Electronic energy, Ha: -6084.826364
E_LUMO (alpha / beta), eV: 3.37 / 3.37
<S²>: 1.1661
Relative energy (zero: lowest compared OMol25 entry of this formula, charge and spin), kcal per mole: 9.1
Multiplicity: 2
F_max, Eh/bohr: 0.02600
HOMO level (alpha / beta), Ha: -0.019 / -0.017
Total charge: -2
HOMO-LUMO gap (alpha / beta), eV: 3.877 / 3.831

Last column: Mulliken spin population.
CARTESIAN COORDINATES (ANGSTROEM)
Mn 0.21 0.23 -0.29  1.023
O 1.33 0.41 3.66  0.001
C 0.83 0.22 2.55  -0.002
O 0.78 1.02 1.57  0.005
C 0.16 -1.19 2.23  0.002
O -0.09 -1.98 3.14  0.000
O -0.05 -1.35 0.98  -0.004
O 1.20 1.88 -7.02  0.000
C 0.91 1.60 -5.88  0.000
S 1.19 2.64 -4.49  0.000
C 0.54 1.58 -3.23  -0.003
C 0.05 0.39 -3.64  0.007
S -0.68 -0.82 -2.65  -0.003
S 0.15 0.08 -5.38  -0.001
S 0.58 2.21 -1.61  -0.009
C 3.95 -1.41 0.08  0.000
C 2.62 -1.53 -0.60  -0.015
C 1.97 -2.87 -0.70  0.000
O 2.04 -0.53 -0.99  0.014
H 4.54 -2.32 -0.03  -0.001
H 3.76 -1.23 1.14  -0.001
H 4.50 -0.56 -0.31  0.000
H 2.70 -3.68 -0.79  0.000
H 1.28 -2.88 -1.54  0.001
H 1.38 -3.01 0.21  -0.002
Cl -3.17 6.90 3.03  0.000
C -3.69 5.24 3.03  0.000
C -2.76 4.22 3.04  0.000
C -3.20 2.91 3.06  0.001
C -4.56 2.59 3.08  0.000
C -5.00 1.15 3.10  0.000
C -5.13 0.57 1.68  -0.001
N -3.98 0.82 0.84  -0.001
C -3.89 1.81 -0.11  0.001
C -2.64 1.74 -0.63  0.008
N -1.95 0.74 0.00  -0.024
C -2.76 0.21 0.89  0.007
O -4.09 0.33 3.80  0.000
C -4.20 0.51 5.21  0.000
C -3.01 -0.04 5.92  0.000
C -2.78 -1.37 6.10  0.000
Cl -3.79 -2.65 5.60  0.000
S -1.31 -1.67 6.94  0.000
C -1.01 0.00 7.09  0.000
C -1.97 0.75 6.49  0.000
C -5.46 3.65 3.04  0.000
Cl -7.18 3.35 2.99  0.000
C -5.05 4.97 3.02  0.000
H -1.70 4.44 3.02  0.000
H -2.48 2.10 3.07  -0.001
H -5.98 1.06 3.57  0.000
H -5.99 1.03 1.19  0.000
H -5.30 -0.50 1.78  0.000
H -4.73 2.46 -0.33  0.000
H -2.18 2.31 -1.42  -0.001
H -2.53 -0.61 1.55  -0.001
H -5.10 -0.01 5.56  0.000
H -4.31 1.57 5.45  0.000
H -0.09 0.34 7.54  0.000
H -1.95 1.83 6.43  0.000
H -5.77 5.78 3.00  0.000


(3)
Molecular formula: C24H19ClN2O2Pt
Method: DFT, ωB97M-V with the def2-TZVPD basis set

Results
Electronic energy, Ha: -1765.294763
E_LUMO (alpha / beta), eV: -0.41 / -1.95
<S²>: 2.0619
Relative energy (zero: lowest compared OMol25 entry of this formula, charge and spin), kcal per mole: 39.1
Multiplicity: 3
F_max, Eh/bohr: 0.04178
HOMO level (alpha / beta), Ha: -0.249 / -0.279
HOMO-LUMO gap (alpha / beta), eV: 6.368 / 5.645

Last column: Mulliken spin population.
CARTESIAN COORDINATES (ANGSTROEM)
Pt 2.29 -1.76 0.84  0.782
C 4.52 -2.31 -1.22  0.006
O 3.79 -1.22 -0.67  0.050
C 3.92 0.03 -1.26  0.158
C 4.98 0.29 -2.12  -0.076
C 5.17 1.53 -2.70  0.146
C 4.29 2.56 -2.40  -0.087
C 3.23 2.32 -1.57  0.126
C 2.97 1.06 -0.99  -0.039
N 1.83 1.06 -0.27  0.446
N 1.23 0.03 0.24  -0.024
C 0.11 0.09 0.96  0.104
C -0.35 -1.29 1.42  0.026
O 0.66 -2.09 1.93  0.050
C -1.48 -1.24 2.39  0.051
C -2.20 -0.14 2.59  -0.006
C -1.89 1.11 1.95  0.051
C -2.74 2.21 2.09  -0.053
C -2.43 3.43 1.53  0.080
C -1.23 3.59 0.85  -0.040
C -0.37 2.52 0.69  0.082
C -0.69 1.25 1.19  0.102
H 4.40 -2.35 -2.31  0.003
H 4.09 -3.22 -0.78  -0.017
H 5.58 -2.26 -0.97  0.003
H 5.70 -0.49 -2.33  -0.002
H 6.00 1.69 -3.37  0.009
H 4.45 3.55 -2.82  -0.003
H 2.53 3.11 -1.34  0.005
H -1.71 -2.17 2.89  -0.001
H -3.05 -0.14 3.27  0.002
H -3.66 2.08 2.64  0.000
H -3.12 4.26 1.63  0.004
H -0.97 4.55 0.45  0.000
H 0.55 2.66 0.16  0.003
Cl -6.83 -1.19 -0.38  0.000
C -5.12 -1.44 -0.27  0.000
C -4.63 -2.66 0.17  0.000
C -3.27 -2.84 0.26  0.001
C -2.38 -1.82 -0.08  0.004
C -0.91 -2.03 0.11  0.062
C -2.89 -0.62 -0.54  0.006
C -4.26 -0.41 -0.62  -0.003
H -5.32 -3.45 0.43  0.000
H -2.88 -3.79 0.61  0.000
H -0.34 -1.67 -0.76  -0.013
H -0.69 -3.09 0.26  0.006
H -2.22 0.18 -0.82  -0.001
H -4.65 0.53 -0.96  0.000


(4)
Molecular formula: C24H19ClN2O2Pt
Method: DFT, ωB97M-V with the def2-TZVPD basis set

Results
Electronic energy, Ha: -1765.357135
E_LUMO (alpha / beta), eV: -0.71 / -0.85
<S²>: 2.0105
Relative energy (zero: lowest compared OMol25 entry of this formula, charge and spin), kcal per mole: 0.0
Multiplicity: 3
F_max, Eh/bohr: 0.00607
HOMO level (alpha / beta), Ha: -0.265 / -0.284
HOMO-LUMO gap (alpha / beta), eV: 6.504 / 6.867

Last column: Mulliken spin population.
CARTESIAN COORDINATES (ANGSTROEM)
Pt -1.22 1.22 -1.82  1.411
C -0.55 4.93 -1.58  -0.003
O -0.58 3.70 -0.89  0.019
C 0.41 3.43 0.00  -0.026
C 1.40 4.35 0.34  -0.006
C 2.38 4.01 1.26  0.002
C 2.39 2.75 1.84  0.002
C 1.41 1.83 1.50  0.023
C 0.41 2.16 0.60  0.024
N -0.59 1.21 0.20  0.105
N -0.72 0.25 1.01  0.016
C -1.52 -0.82 0.81  -0.023
C -2.43 -1.02 -0.26  0.051
O -2.66 -0.19 -1.21  0.120
C -3.21 -2.24 -0.28  0.026
C -3.06 -3.18 0.67  -0.007
C -2.15 -3.02 1.77  0.004
C -2.03 -4.02 2.75  -0.006
C -1.18 -3.85 3.81  0.008
C -0.44 -2.67 3.92  -0.004
C -0.54 -1.68 2.97  0.009
C -1.40 -1.84 1.86  -0.009
H -0.66 5.77 -0.89  0.000
H -1.39 4.91 -2.27  0.005
H 0.38 5.04 -2.15  -0.002
H 1.40 5.33 -0.10  0.000
H 3.14 4.73 1.52  0.000
H 3.16 2.47 2.54  0.000
H 1.42 0.84 1.92  0.001
H -3.89 -2.35 -1.11  -0.002
H -3.63 -4.10 0.61  -0.001
H -2.61 -4.93 2.65  0.000
H -1.08 -4.63 4.56  0.000
H 0.23 -2.52 4.76  0.000
H 0.03 -0.77 3.07  0.000
Cl 3.00 -3.91 -0.98  0.003
C 2.21 -2.53 -1.69  0.032
C 2.63 -1.26 -1.36  -0.014
C 1.99 -0.17 -1.91  0.037
C 0.92 -0.33 -2.81  -0.134
C 0.17 0.85 -3.30  0.305
C 0.53 -1.63 -3.13  0.031
C 1.17 -2.73 -2.58  -0.015
H 3.45 -1.13 -0.66  -0.001
H 2.30 0.83 -1.64  -0.001
H -0.36 0.66 -4.23  0.020
H 0.80 1.73 -3.42  0.001
H -0.29 -1.78 -3.82  -0.003
H 0.85 -3.73 -2.83  -0.001